The following is a quantum chemistry calculation of a 9-piece molecular cluster, C30H70N10O10 overall at a distorted geometry, from OMol25.

Bonds (Å) are listed after each position.
CARTESIAN COORDINATES (ANGSTROEM)
1 C 2.84 -1.01 -2.12  O2 1.251, N3 1.321, H6 1.101
2 O 1.71 -1.38 -1.74  C1 1.251
3 N 3.13 -0.85 -3.39  C1 1.321, C4 1.436, C5 1.449
4 C 4.43 -0.40 -3.81  N3 1.436, H7 1.090, H8 1.090, H9 1.090
5 C 2.23 -1.00 -4.52  N3 1.449, H10 1.090, H11 1.090, H12 1.090
6 H 3.71 -0.73 -1.51  C1 1.101
7 H 5.15 -0.32 -3.00  C4 1.090
8 H 4.37 0.57 -4.31  C4 1.090
9 H 4.85 -1.11 -4.52  C4 1.090
10 H 1.93 -0.03 -4.93  C5 1.090
11 H 2.66 -1.61 -5.31  C5 1.090
12 H 1.32 -1.47 -4.17  C5 1.090
13 C 2.91 1.11 -0.74  O14 1.252, N15 1.315, H18 1.101
14 O 1.77 1.63 -0.79  C13 1.252
15 N 3.92 1.51 -1.48  C13 1.315, C16 1.450, C17 1.467
16 C 5.24 0.91 -1.37  N15 1.450, H19 1.090, H20 1.090, H21 1.090
17 C 3.75 2.49 -2.55  N15 1.467, H22 1.090, H23 1.090, H24 1.090
18 H 3.28 0.39 0.00  C13 1.101
19 H 6.05 1.56 -1.05  C16 1.090
20 H 5.44 0.57 -2.39  C16 1.090
21 H 5.38 0.02 -0.77  C16 1.090
22 H 4.44 3.33 -2.48  C17 1.090
23 H 3.93 2.20 -3.59  C17 1.090
24 H 2.76 2.93 -2.63  C17 1.090
25 C 1.20 5.07 1.94  O26 1.216, N27 1.342, H30 1.101
26 O 0.13 5.63 1.93  C25 1.216
27 N 1.46 4.11 1.03  C25 1.342, C28 1.433, C29 1.457
28 C 0.48 3.40 0.27  N27 1.433, H31 1.090, H32 1.090, H33 1.090
29 C 2.84 3.73 0.75  N27 1.457, H34 1.090, H35 1.090, H36 1.090
30 H 2.09 5.33 2.53  C25 1.101
31 H 0.84 3.44 -0.76  C28 1.090
32 H -0.51 3.84 0.21  C28 1.090
33 H 0.32 2.43 0.74  C28 1.090
34 H 2.98 2.65 0.70  C29 1.090
35 H 3.18 4.27 -0.13  C29 1.090
36 H 3.53 3.98 1.55  C29 1.090
37 C -2.67 0.58 -2.75  O38 1.251, N39 1.389, H42 1.101
38 O -2.16 1.24 -1.82  C37 1.251
39 N -3.66 -0.37 -2.53  C37 1.389, C40 1.438, C41 1.510
40 C -3.94 -0.80 -1.18  N39 1.438, H43 1.090, H44 1.090, H45 1.090
41 C -4.13 -1.19 -3.71  N39 1.510, H46 1.090, H47 1.090, H48 1.090
42 H -2.43 0.72 -3.81  C37 1.101
43 H -5.00 -0.76 -0.91  C40 1.090
44 H -3.53 -0.09 -0.47  C40 1.090
45 H -3.45 -1.76 -1.03  C40 1.090
46 H -5.18 -1.48 -3.67  C41 1.090
47 H -3.93 -0.76 -4.69  C41 1.090
48 H -3.60 -2.14 -3.79  C41 1.090
49 C 1.59 -0.63 3.30  O50 1.215, N51 1.312, H54 1.101
50 O 1.07 -1.65 3.71  C49 1.215
51 N 1.95 0.40 4.03  C49 1.312, C52 1.404, C53 1.457
52 C 2.45 1.58 3.46  N51 1.404, H55 1.090, H56 1.090, H57 1.090
53 C 1.82 0.44 5.48  N51 1.457, H58 1.090, H59 1.090, H60 1.090
54 H 1.68 -0.48 2.21  C49 1.101
55 H 3.51 1.65 3.73  C52 1.090
56 H 2.03 2.51 3.85  C52 1.090
57 H 2.51 1.71 2.38  C52 1.090
58 H 1.11 1.20 5.80  C53 1.090
59 H 1.42 -0.45 5.97  C53 1.090
60 H 2.77 0.59 5.99  C53 1.090
61 C 1.09 0.55 0.94  O62 1.231, N63 1.368, H66 1.101
62 O 1.15 0.95 2.10  C61 1.231
63 N -0.08 0.16 0.34  C61 1.368, C64 1.463, C65 1.440
64 C -1.37 0.31 1.01  N63 1.463, H67 1.090, H68 1.090, H69 1.090
65 C -0.23 -0.11 -1.07  N63 1.440, H70 1.090, H71 1.090, H72 1.090
66 H 1.97 0.47 0.28  C61 1.101
67 H -1.20 0.81 1.96  C64 1.090
68 H -1.89 -0.64 1.17  C64 1.090
69 H -2.10 0.89 0.44  C64 1.090
70 H -0.04 0.75 -1.71  C65 1.090
71 H 0.55 -0.76 -1.47  C65 1.090
72 H -1.22 -0.43 -1.40  C65 1.090
73 C -3.49 -1.77 4.21  O74 1.227, N75 1.363, H78 1.101
74 O -4.18 -1.66 5.21  C73 1.227
75 N -2.25 -1.22 4.15  C73 1.363, C76 1.439, C77 1.510
76 C -1.57 -0.74 5.33  N75 1.439, H79 1.090, H80 1.090, H81 1.090
77 C -1.44 -1.54 2.92  N75 1.510, H82 1.090, H83 1.090, H84 1.090
78 H -3.78 -2.33 3.30  C73 1.101
79 H -2.28 -0.06 5.81  C76 1.090
80 H -0.66 -0.18 5.10  C76 1.090
81 H -1.34 -1.55 6.02  C76 1.090
82 H -0.60 -0.86 2.75  C77 1.090
83 H -1.00 -2.54 2.85  C77 1.090
84 H -2.03 -1.39 2.02  C77 1.090
85 C -5.10 0.75 2.94  O86 1.245, N87 1.369, H90 1.101
86 O -5.45 -0.14 3.73  C85 1.245
87 N -4.62 0.43 1.70  C85 1.369, C88 1.472, C89 1.451
88 C -4.27 1.39 0.64  N87 1.472, H91 1.090, H92 1.090, H93 1.090
89 C -4.46 -0.97 1.34  N87 1.451, H94 1.090, H95 1.090, H96 1.090
90 H -5.14 1.83 3.14  C85 1.101
91 H -3.30 1.19 0.19  C88 1.090
92 H -4.38 2.40 1.05  C88 1.090
93 H -4.94 1.27 -0.21  C88 1.090
94 H -4.21 -1.49 2.26  C89 1.090
95 H -5.46 -1.24 0.99  C89 1.090
96 H -3.63 -1.24 0.69  C89 1.090
97 C 0.36 -2.88 -0.87  O98 1.270, N99 1.393, H102 1.101
98 O -0.78 -3.29 -1.24  C97 1.270, C109 1.697
99 N 0.70 -2.38 0.38  C97 1.393, C100 1.479, C101 1.456
100 C 2.08 -1.91 0.62  N99 1.479, H103 1.090, H104 1.090, H105 1.090
101 C -0.04 -2.45 1.64  N99 1.456, H106 1.090, H107 1.090, H108 1.090
102 H 1.18 -2.84 -1.61  C97 1.101
103 H 2.70 -1.67 -0.24  C100 1.090
104 H 2.74 -2.69 1.01  C100 1.090
105 H 2.14 -1.09 1.33  C100 1.090
106 H 0.51 -3.13 2.28  C101 1.090
107 H -0.15 -1.49 2.15  C101 1.090
108 H -1.04 -2.82 1.40  C101 1.090
109 C -1.59 -2.38 -2.42  O98 1.697, O110 1.245, N111 1.345, H114 1.101
110 O -2.36 -3.36 -2.36  C109 1.245
111 N -1.21 -1.81 -3.57  C109 1.345, C112 1.432, C113 1.458
112 C -1.47 -2.21 -4.92  N111 1.432, H115 1.090, H116 1.090, H117 1.090
113 C -0.39 -0.60 -3.53  N111 1.458, H118 1.090, H119 1.090, H120 1.090
114 H -1.25 -1.82 -1.54  C109 1.101
115 H -2.10 -1.43 -5.35  C112 1.090
116 H -2.01 -3.15 -4.94  C112 1.090
117 H -0.56 -2.21 -5.53  C112 1.090
118 H 0.52 -0.76 -4.10  C113 1.090
119 H -0.94 0.23 -3.97  C113 1.090
120 H -0.05 -0.37 -2.52  C113 1.090

Its max |F| is 11.12 eV/A. The calculation puts the total energy at -67589.080 eV. As for the LUMO energy: -0.537 eV. For the frontier orbital gap, the calculation gives 0.263 Ha.